[1]
Computed, not measured: a gas-phase ion, C8H13N3 (charge +2) in a non-equilibrium geometry, with ωB97M-V with the def2-TZVPD basis set.

Kohn-Sham gap: 9.28 eV
E_tot: -12954.1454 eV
energy relative to the best compared isomer or geometry (same formula, charge and spin): 80.1 kcal/mol
HOMO: -17.4 eV
total charge: +2

Last column: Mulliken charge in e.
Cartesian coordinates (Å):
C1 1.718995 -1.808646 -0.580412  -0.416
C2 0.828757 -1.458763 -1.500341  -0.246
C3 -1.643242 0.110862 -0.577670  0.872
C4 0.246474 0.971152 0.730809  0.056
C5 -2.318275 0.083564 -1.673670  -0.727
C6 0.444395 1.906288 1.597419  -0.850
C7 2.176962 -0.685310 0.184074  -0.311
C8 -1.836165 -0.110390 1.740670  -0.999
N1 -1.090998 0.302773 0.578825  0.067
N2 0.492098 -0.051047 -1.500008  -0.445
N3 1.126774 0.472916 -0.325881  0.122
H1 1.947785 -2.832650 -0.189912  0.392
H2 0.215855 -1.891380 -2.226038  0.509
H3 -2.150701 -0.779524 -2.270274  0.267
H4 -3.057804 0.827741 -1.922135  0.320
H5 1.414505 2.247080 1.871852  0.332
H6 -0.384247 2.369706 2.078673  0.311
H7 2.271573 -0.790084 1.268266  0.350
H8 3.167686 -0.362306 -0.149971  0.350
H9 -2.680209 -0.572743 1.366506  0.429
H10 -1.134311 -0.520073 2.422148  0.343
H11 -2.301255 0.778632 2.114003  0.435
H12 0.837262 0.548594 -2.357950  0.316
H13 1.708086 1.243607 -0.678981  0.524

Cartesian forces (eV/Å) of the 6 atoms listed first:
C -1.539 -2.506 -0.100
C 0.541 1.088 0.349
C 0.316 1.607 1.222
C -3.210 -1.764 -2.040
C -0.007 -0.159 1.213
C 0.538 0.468 0.510

---

[2]
Computed, not measured: a gas-phase ion, C8H13N3 (charge +2) in a non-equilibrium geometry, with ωB97M-V with the def2-TZVPD basis set.

Kohn-Sham gap (spin up / spin down): 8.87 / 8.87 eV
E_tot: -12954.5511 eV
energy relative to the best compared isomer or geometry (same formula, charge and spin): 70.7 kcal/mol
HOMO (spin up / spin down): -17.3 / -17.3 eV
total charge: +2

Last column: Mulliken charge in e.
Cartesian coordinates (Å):
C1 0.248622 -1.924359 0.714392  -0.700
C2 1.041983 -2.184329 -0.308613  -0.469
C3 0.071719 2.198675 -0.480221  0.211
C4 0.243180 -0.143256 -0.798557  -0.718
C5 -0.827926 1.913018 0.630719  -0.225
C6 -0.434550 -0.577339 0.453160  0.437
C7 1.491588 -1.148668 -2.568170  -0.729
C8 -1.535144 0.319535 2.393535  -0.794
N1 0.587117 3.003486 -1.166559  -0.218
N2 0.998582 -1.107856 -1.247043  0.267
N3 -0.574674 0.553489 1.316340  0.101
H1 0.125927 -2.457581 1.691891  0.377
H2 1.674046 -3.036223 -0.474710  0.469
H3 -0.837146 2.741690 1.309575  0.504
H4 -1.694124 1.931748 -0.036259  0.273
H5 -1.453737 -0.896883 0.015039  0.300
H6 1.996160 -0.227188 -3.084088  0.277
H7 0.640444 -1.253049 -3.307031  0.352
H8 2.188338 -1.933984 -2.870878  0.341
H9 -1.542810 1.150061 3.112104  0.397
H10 -2.584068 0.018598 1.919459  0.386
H11 -1.288841 -0.643722 3.017940  0.313
H12 1.154613 3.176663 -2.086223  0.384
H13 0.310698 0.527476 1.854198  0.463

Cartesian forces (eV/Å) of the 6 atoms listed first:
C -0.269 0.634 3.105
C 0.004 -0.394 -0.046
C 2.202 -0.118 -1.367
C 0.139 1.623 -0.370
C 0.387 -1.087 -1.223
C -0.505 -2.434 -4.050

---

[3]
Computed, not measured: a single C8H13N5O2 molecule in a non-equilibrium geometry, with ωB97M-V with the def2-TZVPD basis set.

Kohn-Sham gap (spin up / spin down): 5.52 / 7.45 eV
E_tot: -20044.2525 eV
2S+1: 3
HOMO (spin up / spin down): -4.8 / -9.6 eV

Last column: Löwdin spin population.
Cartesian coordinates (Å):
C1 4.104949 -0.137769 -0.226354  0.323
C2 2.350548 -0.463365 -1.435632  0.253
C3 3.057480 0.478735 0.436841  0.099
C4 2.532251 1.232399 1.519346  0.337
C5 -1.614469 -2.776606 0.819833  0.003
C6 -1.293279 1.671746 -0.020651  0.001
C7 -0.819082 -1.782510 -0.010589  0.003
C8 -2.645565 1.331670 -0.641682  0.000
N1 3.645413 -0.702065 -1.356185  0.014
N2 1.255581 1.420346 1.368286  0.467
N3 1.953065 0.244089 -0.365963  0.097
N4 0.881940 0.878594 0.195132  0.279
N5 -0.387617 0.542256 -0.162684  0.019
O1 -3.409269 2.514297 -0.664854  0.000
O2 -0.875123 -0.537703 0.662760  0.055
H1 5.138058 -0.194783 0.046070  0.015
H2 1.706877 -0.788309 -2.225601  0.014
H3 3.050660 1.626148 2.369033  0.019
H4 -1.191604 -2.842562 1.818278  0.000
H5 -2.647214 -2.450627 0.903151  0.000
H6 -1.582182 -3.755231 0.350906  0.001
H7 -0.854578 2.512443 -0.560013  0.001
H8 -1.423252 1.950166 1.029925  -0.001
H9 -1.248837 -1.677187 -1.014317  0.000
H10 0.223157 -2.116652 -0.108860  0.001
H11 -3.139287 0.554866 -0.044051  0.000
H12 -2.486857 0.947280 -1.659666  0.000
H13 -4.281762 2.320337 -1.022453  0.000

Cartesian forces (eV/Å) of the 6 atoms listed first:
C 0.973 -0.435 -0.338
C 0.714 -0.630 -1.067
C -2.420 2.006 2.645
C 6.217 -1.799 -1.179
C 0.237 0.382 -0.122
C -0.525 0.170 0.203

---

[4]
Computed, not measured: a single C8H13NO molecule in a non-equilibrium geometry, with ωB97M-V with the def2-TZVPD basis set.

Kohn-Sham gap: 8.14 eV
E_tot: -12041.7126 eV
energy relative to the best compared isomer or geometry (same formula, charge and spin): 65.6 kcal/mol
HOMO: -7.7 eV

Last column: Mulliken charge in e.
Cartesian coordinates (Å):
C1 2.362725 -0.057963 0.865476  -1.241
C2 -2.210032 -0.785923 -0.464544  -1.580
C3 0.185583 2.178543 -0.214399  -1.264
C4 1.271505 -0.828002 0.165176  0.897
C5 -0.110255 -0.781799 0.899124  0.258
C6 -0.981805 -0.053518 0.002225  0.489
C7 -0.409089 0.917277 -0.783809  0.384
N1 -0.300737 0.783529 -2.166954  -0.500
C8 -0.357262 -1.667464 1.864901  -1.052
O1 1.508279 -1.651648 -0.716383  -0.605
H1 -1.072162 1.210133 -2.670222  0.258
H2 -0.252470 -0.202716 -2.430960  0.302
H3 1.985048 0.504476 1.720626  0.347
H4 3.122354 -0.762882 1.211163  0.362
H5 2.805751 0.647894 0.158926  0.294
H6 -2.807403 -0.155512 -1.132938  0.351
H7 -1.938334 -1.707655 -0.988188  0.310
H8 -2.850244 -1.031254 0.389708  0.409
H9 0.214030 2.160751 0.878833  0.289
H10 -0.437295 3.032197 -0.508845  0.402
H11 1.193272 2.354223 -0.598320  0.327
H12 0.434903 -2.303070 2.252749  0.284
H13 -1.356363 -1.799617 2.266654  0.280

Cartesian forces (eV/Å) of the 6 atoms listed first:
C 0.128 0.635 -0.376
C 0.081 -0.097 -0.577
C 0.603 -0.443 0.053
C -0.005 -2.175 1.444
C 1.291 -0.539 -0.164
C -0.404 0.286 -0.882

---

[5]
Computed, not measured: 2 unconnected molecules or ions with the total composition C8H13NO in a non-equilibrium geometry, with ωB97M-V with the def2-TZVPD basis set.

Kohn-Sham gap: 10.54 eV
E_tot: -12041.3112 eV
energy relative to the best compared isomer or geometry (same formula, charge and spin): 74.8 kcal/mol
HOMO: -9.7 eV

Last column: Mulliken charge in e.
Cartesian coordinates (Å):
C1 -1.421590 1.740771 -0.873563  -1.185
C2 -0.075106 1.415559 -0.236362  -0.623
C3 0.066986 -0.042470 0.218459  1.699
C4 0.078837 -1.154251 -0.879390  -1.075
C5 1.456092 -1.605871 -0.388759  -0.066
C6 2.440776 -0.483175 -0.479826  -0.853
C7 1.468463 -0.505525 0.662243  -0.999
C8 -0.905717 -0.335541 1.331411  0.024
N1 -2.162601 -0.711501 1.269760  -0.711
H1 -1.394430 2.732421 -1.345450  0.404
H2 -1.680759 1.006630 -1.651292  0.290
H3 -2.230814 1.748131 -0.129341  0.318
H4 0.726547 1.617669 -0.960276  0.311
H5 0.102792 2.071979 0.629177  0.375
H6 -0.699869 -1.914519 -0.746942  0.398
H7 0.038409 -0.781180 -1.913816  0.338
H8 1.766526 -2.645167 -0.278261  0.368
H9 3.464614 -0.737512 -0.200842  0.303
H10 2.363389 0.256802 -1.280969  0.147
H11 1.789622 -0.538339 1.703430  0.474
O1 -0.773595 0.234683 2.490566  -0.679
H12 -2.351657 -1.262446 0.438430  0.185
H13 -2.066914 -0.107148 2.621611  0.558

Cartesian forces (eV/Å) of the 6 atoms listed first:
C -0.248 0.087 -0.029
C 0.000 0.134 0.200
C 0.433 -0.824 0.380
C -0.036 0.039 -0.250
C 0.047 -0.414 0.047
C 0.146 0.077 -0.069

---

[6]
Computed, not measured: a single C8H13NO2 molecule in a non-equilibrium geometry, with ωB97M-V with the def2-TZVPD basis set.

Kohn-Sham gap (spin up / spin down): 6.19 / 8.04 eV
E_tot: -14086.5568 eV
energy relative to the best compared isomer or geometry (same formula, charge and spin): 132.7 kcal/mol
HOMO (spin up / spin down): -7.4 / -8.0 eV

Last column: Mulliken charge in e.
Cartesian coordinates (Å):
C1 0.619294 1.860390 -1.419849  -0.033
C2 1.298957 -0.607492 -3.440383  -0.038
C3 1.090931 0.804742 -3.615234  -0.050
C4 -0.345074 0.103282 0.062275  -0.707
C5 -1.664335 -1.410324 1.505839  -1.671
C6 -0.869407 0.918471 2.271728  -1.555
C7 0.850207 -0.970820 1.827463  -1.594
C8 -0.550560 -0.357384 1.472774  1.911
N1 0.760904 1.666472 -2.674840  -0.372
O1 1.761691 -1.271402 -4.385997  -0.522
O2 0.228530 1.227866 -0.251352  -0.281
H1 0.556197 2.940612 -1.078606  0.320
H2 1.291273 -0.990443 -2.435870  0.293
H3 1.113920 1.316427 -4.585906  0.362
H4 -0.792218 -0.543455 -0.749916  0.374
H5 -2.299778 -1.461668 0.642534  0.374
H6 -2.290897 -1.364776 2.364056  0.342
H7 -1.148293 -2.342674 1.523773  0.455
H8 0.037518 1.504919 2.259932  0.388
H9 -1.701849 1.582112 1.892105  0.305
H10 -1.197364 0.553432 3.247443  0.434
H11 1.048306 -1.529629 0.931667  0.446
H12 0.768375 -1.571110 2.694489  0.450
H13 1.433672 -0.057549 1.941876  0.368

Cartesian forces (eV/Å) of the 6 atoms listed first:
C -1.026 2.884 0.959
C 2.065 0.171 -2.620
C -1.248 0.598 0.051
C -1.505 -2.119 -2.292
C 0.969 0.010 -0.359
C -0.930 -0.314 0.182

---

| no. | molecular weight (g mol⁻¹) |
| --- | --- |
| 1 | 151.213 |
| 2 | 151.213 |
| 3 | 211.225 |
| 4 | 139.198 |
| 5 | 139.198 |
| 6 | 155.197 |